The following is a quantum chemistry calculation of an isolated molecule of C8H15N7O2S3 at a distorted geometry, from the Open Molecules 2025 dataset.

E_HOMO: -0.2941 Ha
SMILES: NC(N)=Nc1nc(CSCC/C(N)=N/S(N)(=O)=O)cs1
strongest force on any atom: 1.51 eV Å⁻¹
energy relative to the best compared isomer or geometry (same formula, charge and spin): 0.232 eV
Kohn-Sham gap: 0.3104 Ha

Geometry as ORCA input:
```
! wB97M-V def2-TZVPD RIJCOSX def2/J DEFGRID3
* xyz 0 1
S -1.319 -2.403 2.522
S 0.444 -0.186 -3.198
S -0.722 2.561 3.378
O -0.816 0.493 -3.340
O 1.567 0.662 -2.876
N 1.234 -0.374 -0.363
N 0.762 -0.920 -4.644
N -1.094 1.704 -0.815
N 0.129 0.635 1.904
N 0.584 3.177 -1.366
N 0.213 2.718 0.840
N 0.232 -1.444 -2.175
C 0.504 -1.337 -0.918
C -0.097 1.919 1.859
C -0.073 2.486 -0.406
C -0.012 -2.394 0.026
C 0.012 -1.381 3.286
C -1.230 -1.854 0.786
C -0.670 0.955 4.026
C -0.189 0.078 3.110
H 0.567 2.800 -2.301
H -2.160 -2.185 0.330
H -0.014 -1.655 4.338
H -1.185 1.426 -1.787
H -1.625 1.202 -0.127
H -0.279 -3.287 -0.535
H 1.638 -1.414 -4.620
H 1.429 3.640 -1.077
H 0.001 -1.525 -4.905
H 0.784 -2.642 0.729
H -1.216 -0.766 0.816
H 1.577 0.344 -0.990
H 1.048 -0.101 0.618
H 0.957 -1.696 2.842
H -0.980 0.763 5.032
*
```